Record 1
Formula: C49H51F2N4OPS2Sc
Source: the OMol25 dataset
Level of theory: the ωB97M-V functional and the def2-TZVPD basis

**ΔE to the lowest compared entry with this formula, charge and spin**: 109.1 kcal/mol
**Charge**: -1
**Molecular weight**: 890.03 g mol⁻¹
**E_HOMO (spin up / spin down)**: -3.943 / -3.990 eV
**2S+1**: 1
**Largest force on an atom**: 0.56 eV Å⁻¹
**E**: -4290.319327 Eh
**Gap between HOMO and LUMO (spin up / spin down)**: 6.164 / 5.967 eV
**LUMO (spin up / spin down)**: 2.22 / 1.98 eV

Atoms and positions in Å:
C (3.414, -4.372, -3.464)
H (4.870, -4.070, 1.774)
H (-2.582, 5.125, -0.406)
H (-1.211, 3.495, 0.858)
F (4.139, -2.965, 4.038)
F (3.762, -4.015, -0.475)
C (-1.399, 2.447, 3.420)
H (-4.471, 2.804, -2.661)
H (-2.118, -3.922, -0.957)
C (0.843, 3.077, 4.052)
Sc (-0.809, -0.244, 0.133)
H (-0.188, 1.668, -6.285)
C (2.299, -2.132, 2.829)
H (-2.474, 2.574, 3.484)
C (-2.450, -0.083, 6.528)
C (2.674, -2.046, -2.987)
C (3.443, -2.880, 2.880)
H (-2.759, 3.539, -6.497)
H (3.120, -5.424, -3.453)
C (-2.074, -3.279, -1.835)
N (0.474, -1.120, 1.657)
H (0.824, 2.478, -0.115)
C (-4.450, 3.285, -1.681)
P (-1.902, 2.106, -0.912)
H (0.501, 0.071, -4.606)
H (2.287, 0.814, -1.557)
C (-1.244, -2.026, 5.471)
C (1.221, -2.906, -0.747)
H (-1.983, 4.837, -5.597)
C (1.931, -0.978, -2.673)
C (2.447, 0.436, 1.090)
H (2.428, 1.982, 3.120)
O (-1.653, 0.840, 1.687)
C (1.502, -3.982, -1.736)
H (-3.968, 0.458, 0.263)
H (-5.467, 1.171, -0.362)
C (2.567, 0.376, -2.515)
C (-0.446, -1.947, -3.361)
C (-4.397, 1.046, -0.551)
C (3.939, -3.522, 1.761)
H (-2.660, -2.381, -1.631)
H (2.766, -0.232, 0.290)
H (1.938, -4.887, -1.325)
H (1.517, 3.702, 4.626)
H (-3.743, 2.888, 0.314)
C (0.461, 3.444, -0.472)
H (0.685, 3.526, -1.539)
H (3.736, -1.871, -3.148)
C (-0.890, 1.500, 2.522)
H (2.653, 1.455, 0.748)
H (-1.436, 5.075, -1.758)
C (-0.531, 3.233, 4.166)
C (-1.255, 1.839, 7.339)
C (0.514, 1.289, 2.444)
H (-0.937, 3.979, 4.841)
H (-0.947, 5.745, -0.203)
C (-1.421, -1.832, 2.678)
H (-3.383, -0.614, 6.381)
C (0.214, -4.163, -2.549)
C (-1.038, 3.591, -0.219)
C (-0.588, 0.982, -2.967)
C (-0.075, 1.305, 6.845)
S (-2.375, -2.313, 4.090)
H (0.849, 1.860, 6.927)
C (2.253, -3.485, -3.046)
C (0.444, -1.080, -2.375)
C (-1.812, 2.978, -3.652)
H (0.406, -2.257, -5.427)
H (-3.377, 1.570, 7.525)
C (-3.713, 2.409, -0.673)
C (-1.822, 3.845, -6.023)
H (1.954, -1.583, 3.691)
H (2.230, 1.074, -3.283)
S (-2.257, -2.152, 1.184)
C (-1.265, -0.643, 6.061)
H (3.732, -4.122, -4.480)
C (-1.456, 2.070, -2.664)
H (-3.998, 4.269, -1.801)
C (-0.551, 1.792, -5.269)
H (3.109, 0.252, 1.947)
H (1.004, 4.233, 0.055)
C (-0.161, 0.875, -4.309)
H (-1.252, 2.803, 7.832)
C (1.353, 2.097, 3.202)
C (3.203, -3.420, 0.609)
H (-0.318, -5.108, -2.464)
H (0.834, -0.328, 5.795)
C (-1.539, 4.957, -0.676)
H (1.117, -4.644, -4.571)
C (-2.446, 1.148, 7.166)
N (0.151, -2.106, -1.223)
C (-1.381, 2.865, -4.970)
C (1.961, -2.745, 0.472)
C (0.965, 0.343, 1.388)
H (-4.293, 0.478, -1.481)
H (4.268, -4.248, -2.797)
H (-0.242, -2.285, 5.135)
H (3.654, 0.295, -2.567)
H (-5.487, 3.428, -1.362)
N (-0.252, -1.356, 2.895)
H (-2.533, -3.799, -2.682)
H (-1.074, 3.941, -6.812)
C (0.229, -2.668, -4.443)
C (-0.083, 0.074, 6.207)
H (-1.538, -2.749, 6.236)
N (-0.235, 0.101, -1.977)
C (1.576, -2.032, 1.642)
H (-1.318, -1.368, -3.663)
C (0.936, -3.822, -3.876)
C (-0.654, -2.941, -2.210)
H (-2.459, 3.808, -3.395)

Here are the Mulliken charges for atoms 1 to 2, given in e:
1 C -1.8999
2 H 0.5296



Record 2
Formula: C49H52AsCl2N4O3PSTi
Source: the OMol25 dataset
Level of theory: the ωB97M-V functional and the def2-TZVPD basis

**ΔE to the lowest compared entry with this formula, charge and spin**: 0.0 kcal/mol
**Molecular weight**: 1001.72 g mol⁻¹
**E_HOMO (spin up / spin down)**: -5.808 / -7.973 eV
**2S+1**: 3
**Largest force on an atom**: 0.58 eV Å⁻¹
**E**: -7088.333139 Eh
**Gap between HOMO and LUMO (spin up / spin down)**: 6.220 / 8.372 eV
**LUMO (spin up / spin down)**: 0.41 / 0.40 eV

Atoms and positions in Å:
C (0.185, 0.019, 3.018)
C (-3.681, 1.466, 6.637)
C (4.414, -4.232, -0.744)
H (2.913, -5.898, -3.393)
C (-1.816, -5.210, -4.092)
H (1.304, -5.236, -1.665)
N (1.437, 1.396, -3.626)
H (-4.472, 0.386, 4.958)
C (-1.169, 0.876, 5.557)
H (1.253, -4.068, -2.996)
C (3.196, 3.557, 3.867)
H (-5.331, -1.148, 2.479)
C (0.832, 1.622, -4.946)
C (2.498, 0.385, -3.782)
N (1.018, -1.207, -1.372)
H (-4.036, 2.190, 0.447)
H (3.275, 1.456, 4.271)
C (1.563, -2.231, -1.328)
H (-3.079, -6.380, -2.817)
H (0.481, 1.924, 2.062)
H (-3.820, 2.314, -3.633)
H (-1.085, 1.748, 2.830)
C (-3.579, 0.733, 5.465)
As (0.622, 0.433, 4.911)
C (-3.108, 1.548, -3.356)
P (-1.141, 0.944, 0.585)
C (3.160, -5.041, -2.766)
H (0.089, 3.379, 0.357)
H (-0.525, -0.809, 3.038)
C (-3.600, -0.188, 1.663)
H (2.972, 0.194, -2.822)
H (-4.653, 1.699, 7.053)
H (-0.538, 3.336, 4.819)
H (-2.208, -3.746, 1.126)
C (-3.265, 2.945, 0.443)
C (4.122, -5.431, -1.645)
C (-1.589, -2.900, -3.422)
H (3.294, -2.744, 0.382)
H (-4.708, 4.522, 0.312)
H (-0.388, 1.935, 7.257)
H (0.093, 2.418, -4.887)
C (-2.526, 1.895, 7.280)
H (3.257, 0.735, -4.495)
H (1.185, 3.396, -3.123)
H (0.350, 0.705, -5.286)
H (-2.282, -0.133, 4.011)
C (0.514, 3.390, 4.565)
Ti (0.066, 0.643, -1.869)
C (-0.968, 3.626, 0.383)
H (0.439, 5.494, 4.174)
C (2.000, 2.664, -3.117)
H (-3.991, 0.796, 1.875)
C (-2.608, -2.751, 1.277)
C (3.655, 1.882, 0.722)
C (1.064, 4.610, 4.196)
H (5.050, -5.826, -2.061)
C (-2.648, -5.403, -2.994)
C (-1.355, 4.952, 0.290)
H (-0.600, 5.725, 0.220)
C (-3.863, -2.578, 1.842)
H (4.093, 1.622, 1.680)
H (-0.896, -1.788, 0.421)
H (2.659, -4.392, 0.508)
N (-0.164, -1.771, -4.943)
H (2.056, -0.536, -4.165)
C (-4.356, -1.294, 2.030)
C (-1.305, -3.943, -4.280)
C (-3.653, 4.277, 0.342)
C (3.122, -3.666, -0.171)
H (-2.807, 0.924, -4.187)
H (4.239, 3.614, 3.584)
O (1.130, -3.916, -5.210)
H (3.620, -4.292, -3.415)
H (4.302, 3.659, -2.075)
H (5.078, -4.509, 0.076)
H (1.109, -0.377, 2.593)
C (-2.704, 5.284, 0.273)
C (-1.919, 2.601, 0.477)
H (3.676, -6.233, -1.045)
C (1.300, 2.242, 4.589)
S (-0.154, -3.312, -5.480)
C (-0.330, 1.219, 2.244)
H (-2.595, 2.461, 8.200)
Cl (-1.638, 2.423, -2.815)
C (-1.282, 1.596, 6.745)
N (2.182, -3.379, -1.259)
C (1.802, 1.627, -0.875)
C (-2.415, -3.086, -2.329)
C (-2.345, -0.346, 1.079)
H (2.775, 3.029, -3.807)
C (2.545, 2.469, -1.728)
O (-0.674, -3.408, -6.812)
C (4.322, 2.752, -0.129)
O (-0.984, -0.597, -3.171)
H (5.274, 3.184, 0.155)
C (-2.943, -4.355, -2.124)
H (4.913, -3.450, -1.323)
H (-3.011, 6.319, 0.194)
H (1.599, 1.914, -5.674)
H (2.827, 5.645, 3.539)
H (-2.641, -2.263, -1.667)
C (1.873, -4.466, -2.200)
C (2.647, 2.341, 4.249)
C (-1.864, -1.645, 0.889)
C (2.403, 4.695, 3.840)
C (-2.331, 0.441, 4.928)
H (1.957, 0.641, 1.027)
Cl (-3.834, 0.544, -2.115)
C (3.767, 3.027, -1.373)
H (-4.453, -3.436, 2.138)
C (2.431, 1.338, 0.343)
H (-1.586, -6.018, -4.775)
C (-0.884, -1.654, -3.852)
H (-3.599, -4.532, -1.281)

Here are the Mulliken charges for atoms 1 to 2, given in e:
1 C -1.7366
2 C -0.5841



Record 3
Formula: C49H52BrClN2O6SeTa
Source: the OMol25 dataset
Level of theory: the ωB97M-V functional and the def2-TZVPD basis

**ΔE to the lowest compared entry with this formula, charge and spin**: 0.0 kcal/mol
**Charge**: +1
**Molecular weight**: 1140.23 g mol⁻¹
**E_HOMO**: -11.103 eV
**2S+1**: 1
**Largest force on an atom**: 0.49 eV Å⁻¹
**E**: -7951.997124 Eh
**Gap between HOMO and LUMO**: 7.767 eV
**LUMO**: -3.34 eV

Atoms and positions in Å:
O (-0.116, -0.398, 1.729)
C (-3.604, -1.218, 0.298)
C (2.839, -4.377, 0.073)
C (-2.104, 3.164, 3.210)
H (-1.326, -2.442, 6.185)
C (-3.026, 4.202, 3.188)
C (3.369, -2.967, 0.378)
H (-4.764, -3.375, -0.665)
H (1.036, -2.815, 4.209)
H (-1.738, 1.112, 2.706)
C (1.328, 0.881, -4.801)
C (0.325, -0.213, 4.096)
H (0.843, 0.282, 6.096)
C (-4.276, 3.999, 2.624)
Ta (-0.034, -0.517, -0.176)
H (8.703, -2.267, 0.783)
Se (2.177, 1.043, 0.614)
C (-3.693, 1.738, 2.122)
C (-5.116, -0.300, 1.591)
C (0.018, -2.661, 3.844)
C (2.740, 2.158, 5.921)
H (-1.079, -0.727, 6.490)
C (1.650, 0.985, 2.454)
H (3.359, 3.912, 4.777)
C (5.325, -1.651, 1.124)
O (-1.553, -1.479, -0.814)
C (3.255, -0.551, 0.626)
C (-0.020, 2.948, -4.700)
O (1.359, -1.733, -0.153)
H (1.888, -1.426, -2.421)
H (4.591, 2.639, 4.865)
H (4.162, 0.542, 6.258)
H (7.381, -3.317, 0.281)
H (-2.616, -2.091, 4.242)
H (-5.586, 2.629, 1.622)
C (6.783, -1.659, 1.580)
Cl (-6.417, 0.091, 2.596)
C (7.655, -2.280, 0.479)
H (-0.580, -3.530, 4.124)
H (2.464, -0.912, -4.730)
C (-2.435, 1.930, 2.678)
C (2.666, -1.769, 0.286)
H (-1.784, 4.229, -2.112)
H (7.564, -1.721, -0.455)
H (-2.074, -1.123, 2.871)
H (0.241, 3.151, -5.731)
C (4.573, -0.484, 1.032)
H (0.937, 2.275, 7.157)
H (6.288, -2.071, 3.661)
C (-4.619, 2.767, 2.082)
C (-5.941, -2.490, 0.591)
H (7.253, 0.390, 0.984)
C (-0.819, 3.813, -4.011)
C (0.158, 1.473, -2.747)
O (-6.989, -2.449, 1.172)
H (3.957, 1.632, 7.635)
H (1.143, -3.919, -1.244)
Br (-1.119, 2.039, -0.277)
C (3.432, 1.125, 6.823)
H (6.588, -3.526, 2.705)
C (0.606, 0.127, 2.766)
H (-4.997, 4.805, 2.595)
H (-2.772, 5.166, 3.609)
C (1.475, -0.523, -2.851)
C (2.360, 1.653, 3.441)
C (-1.155, 3.548, -2.667)
C (6.902, -2.493, 2.863)
H (3.163, 2.320, 3.160)
H (3.545, -4.365, -1.989)
H (1.196, 3.682, 6.119)
H (2.183, 3.453, 7.567)
C (1.048, 0.491, 5.056)
H (2.492, -4.807, 2.181)
C (2.035, 1.439, 4.772)
H (5.275, -3.758, 0.878)
H (0.308, -1.832, 6.409)
C (3.661, -4.965, -1.084)
O (-5.646, -3.471, -0.254)
H (-2.500, -0.339, 4.404)
H (0.048, -2.611, 2.754)
H (4.256, 3.645, 6.268)
H (4.070, -5.358, 1.607)
C (-2.781, -2.006, -0.644)
C (0.645, 0.293, -2.107)
C (-0.592, -1.389, 4.461)
C (1.814, -0.235, -4.192)
C (3.795, 3.143, 5.418)
H (7.939, -2.509, 3.203)
H (4.724, -5.017, -0.848)
H (8.343, -0.303, 2.180)
C (3.022, -5.242, 1.331)
H (5.002, 0.476, 1.284)
H (2.719, 0.432, 7.272)
H (0.707, -4.076, 0.469)
C (-0.667, -1.599, 5.977)
C (1.698, 2.935, 6.738)
C (0.487, 1.773, -4.093)
N (-3.060, -0.112, 0.772)
H (-1.202, 4.706, -4.484)
H (6.741, 0.230, 2.676)
H (2.616, -6.239, 1.151)
C (-2.029, -1.216, 3.955)
H (1.106, -5.502, -0.479)
C (-0.665, 2.415, -2.098)
C (-4.922, -1.408, 0.782)
H (-1.124, 3.305, 3.653)
N (-3.983, 0.454, 1.550)
O (-3.129, -3.000, -1.217)
H (1.580, 1.107, -5.829)
H (3.318, -5.978, -1.303)
C (7.299, -0.249, 1.868)
C (1.360, -4.454, -0.319)
C (4.696, -2.847, 0.800)

Here are the Mulliken charges for atoms 1 to 2, given in e:
1 O 0.6807
2 C 0.3402



Record 4
Formula: C49H53Cl3GeN7P2V
Source: the OMol25 dataset
Level of theory: the ωB97M-V functional and the def2-TZVPD basis

**Molecular weight**: 1031.87 g mol⁻¹
**E_HOMO (spin up / spin down)**: -6.610 / -6.609 eV
**2S+1**: 1
**Largest force on an atom**: 3.61 eV Å⁻¹
**E**: -7366.545572 Eh
**Gap between HOMO and LUMO (spin up / spin down)**: 5.249 / 5.245 eV
**LUMO (spin up / spin down)**: -1.36 / -1.36 eV

Atoms and positions in Å:
H (0.237, -5.849, -2.133)
C (0.123, 3.980, -2.603)
C (2.780, -2.648, -1.687)
H (-2.490, 4.595, -1.446)
H (-2.336, -3.235, -3.338)
N (8.314, -4.302, 1.235)
H (-1.097, 0.995, -3.847)
C (0.662, -4.315, 2.889)
C (0.825, -3.109, 2.202)
C (-1.720, 1.393, 3.900)
C (-2.299, 3.946, -0.588)
C (0.178, -4.795, -2.405)
H (1.109, -4.515, -2.891)
H (-1.861, 5.617, 0.692)
Cl (-4.592, -1.622, 2.154)
N (1.912, -1.323, 1.251)
C (3.312, 0.062, -2.002)
C (1.965, -0.354, -1.884)
H (-4.180, 4.606, 0.261)
H (-3.283, 1.115, -2.520)
C (3.323, -3.183, 1.781)
C (4.459, -2.492, 1.348)
H (-1.429, 2.617, -4.426)
N (1.347, 0.952, 0.557)
H (2.599, -3.701, -1.521)
C (-2.338, -2.222, -2.937)
H (-4.259, 2.769, -4.047)
C (7.216, -5.025, 1.098)
C (-1.889, 1.711, -4.035)
C (0.073, 1.202, 6.020)
C (1.795, 1.983, -3.434)
H (1.490, -4.991, 3.049)
H (-3.420, 3.270, 1.130)
C (-1.518, -3.862, 3.201)
N (-0.502, -4.699, 3.369)
C (6.956, -2.360, 1.503)
C (4.088, -2.213, -1.865)
H (0.675, -4.225, -0.399)
H (-1.039, -0.564, -2.689)
H (-1.221, 4.098, 1.284)
C (3.000, -0.636, 0.866)
H (-0.087, 2.410, 0.713)
H (1.589, 4.290, 0.478)
C (1.729, -1.750, -1.713)
C (-1.147, 1.840, 6.187)
C (-0.137, -1.874, -4.108)
N (-0.217, -2.277, 2.008)
H (-4.245, 2.971, -0.387)
C (8.182, -3.002, 1.434)
H (-4.452, 3.290, -2.387)
C (-0.929, -1.643, -2.824)
C (-1.445, -4.408, -0.551)
H (1.300, 5.293, -3.813)
H (0.032, -2.927, -4.310)
H (-2.992, 2.418, 5.276)
H (1.368, 0.167, 4.663)
C (1.892, 3.255, 0.478)
C (0.894, 1.689, -2.385)
H (-0.424, 4.928, -0.057)
H (-2.859, -2.220, -1.982)
H (-2.228, -1.983, 2.440)
H (4.900, -2.926, -1.875)
C (0.415, 0.660, 4.802)
C (-0.476, 0.746, 3.712)
H (0.831, -1.379, -4.068)
C (-1.385, 4.685, 0.384)
C (-0.184, 0.197, 2.473)
H (-0.691, -1.457, -4.947)
H (-2.222, -4.432, -1.310)
Ge (-4.357, 0.145, 0.733)
H (3.554, 1.115, -2.070)
C (-1.382, -2.651, 2.538)
H (-2.918, -1.599, -3.618)
Cl (-2.061, -0.502, 0.271)
H (-2.473, -4.167, 3.601)
H (-2.402, 1.454, 3.059)
C (4.340, -0.860, -2.027)
C (4.278, -1.195, 0.886)
C (3.592, 1.783, 0.456)
C (1.157, 4.283, -3.466)
H (6.905, -1.300, 1.690)
H (5.357, -0.514, -2.154)
C (2.078, -2.564, 1.714)
C (-3.717, 3.104, -3.163)
H (-0.575, 4.761, -2.343)
H (9.107, -2.450, 1.545)
H (7.364, -6.087, 0.948)
H (2.362, 1.174, -3.872)
N (0.881, 0.457, -1.788)
H (-1.403, 2.267, 7.144)
C (-0.053, 2.708, -2.072)
C (2.683, 0.725, 0.563)
C (5.941, -4.485, 1.138)
H (3.412, -4.175, 2.190)
C (-2.038, 1.933, 5.125)
C (-3.617, 3.682, 0.141)
H (2.680, 3.433, -4.714)
H (-1.778, -3.741, 0.244)
C (5.792, -3.113, 1.343)
C (1.948, 3.249, -3.942)
Cl (-5.237, -0.839, -1.061)
C (0.974, 2.235, 0.586)
C (-0.098, -3.979, -1.145)
P (-1.629, 2.275, -1.214)
H (-1.361, -5.410, -0.132)
H (-3.220, 4.037, -3.421)
V (0.098, -0.580, 0.947)
H (-2.547, 1.304, -4.804)
H (4.656, 1.598, 0.448)
H (-0.634, -4.691, -3.118)
N (3.208, 3.033, 0.389)
H (5.113, -0.612, 0.540)
H (0.754, 1.116, 6.853)
P (0.006, -2.093, -1.261)
H (5.080, -5.114, 0.983)
C (-2.713, 2.017, -2.784)

Here are the Mulliken charges for atoms 1 to 2, given in e:
1 H 0.4860
2 C -0.7642